{
  "formula": "C14H44N2O10",
  "method": "wB97M-V/def2-TZVPD",
  "charge": 0,
  "relative_energy_kj_mol": 267.2,
  "spin_multiplicity": 1,
  "homo_lumo_gap_ev": 9.3,
  "molar_mass_g_mol": 400.51,
  "smiles": "COC[C@H](C)N.COC[C@H](C)N.OCCO.OCCO.OCCO.O.O",
  "energy_ev": -38681.77279,
  "elements": ["C", "C", "C", "O", "C", "N", "H", "H", "H", "H", "H", "H", "H", "H", "H", "H", "H", "C", "C", "C", "O", "C", "N", "H", "H", "H", "H", "H", "H", "H", "H", "H", "H", "H", "O", "H", "H", "O", "H", "H", "C", "C", "O", "O", "H", "H", "H", "H", "H", "H", "C", "C", "O", "O", "H", "H", "H", "H", "H", "H", "C", "C", "O", "O", "H", "H", "H", "H", "H", "H"],
  "positions_angstrom": [[19.747530, -35.149710, 12.221170], [21.005930, -34.380300, 12.148420], [21.879950, -34.280970, 13.360440], [22.954600, -33.433360, 13.047490], [24.102190, -33.413270, 13.911580], [21.613090, -35.003270, 10.948010], [19.814650, -36.175110, 12.584680], [19.232810, -35.223840, 11.263220], [19.079390, -34.626370, 12.905130], [20.872370, -33.338520, 11.856970], [22.201450, -35.310360, 13.518850], [21.420030, -33.893720, 14.269630], [24.626290, -32.457700, 13.929440], [24.748040, -34.290580, 13.947570], [23.781130, -33.485920, 14.950690], [22.564790, -34.666390, 10.918390], [21.596780, -36.012030, 10.995290], [18.207660, -32.292990, 11.180320], [18.223970, -30.903530, 11.817920], [19.557490, -30.713230, 12.545900], [19.709270, -31.506910, 13.769460], [20.744820, -31.022380, 14.644600], [18.114000, -29.975590, 10.738440], [19.092140, -32.441530, 10.560860], [17.365510, -32.456500, 10.507910], [18.176440, -33.080040, 11.933770], [17.476680, -31.076860, 12.592280], [19.602450, -29.665260, 12.842300], [20.455410, -30.769910, 11.930580], [20.404620, -30.021150, 14.909020], [21.654240, -30.993950, 14.044390], [20.809910, -31.563260, 15.588690], [17.682170, -29.130380, 11.083740], [17.610370, -30.341740, 9.943210], [23.433490, -30.953160, 11.159320], [24.370100, -31.029860, 11.341280], [23.030220, -31.647950, 11.679760], [26.132280, -30.598420, 12.452440], [26.299830, -30.849000, 13.360930], [26.877730, -30.047280, 12.214120], [18.540350, -34.789760, 16.064050], [17.222640, -33.833910, 15.928580], [17.592430, -32.617740, 15.290940], [19.836890, -34.301980, 16.286350], [18.563180, -35.167670, 15.041920], [18.489150, -35.633440, 16.752290], [16.896280, -33.502620, 16.914400], [16.462160, -34.439640, 15.435760], [18.548400, -32.661010, 15.367390], [19.880120, -33.783740, 17.093290], [21.342200, -32.140740, 7.164450], [22.214600, -32.198880, 8.451760], [23.322180, -31.362530, 8.431950], [22.214640, -32.452630, 6.078840], [20.725370, -31.249110, 7.052210], [20.666010, -32.950280, 7.439260], [22.494600, -33.222450, 8.700750], [21.577860, -31.863750, 9.270510], [23.384740, -31.005720, 9.320980], [23.005060, -32.238750, 6.579930], [26.416770, -36.192910, 12.625380], [27.865650, -36.095250, 13.200290], [28.108430, -36.970550, 14.341410], [25.955010, -34.944380, 12.061110], [25.639780, -36.433030, 13.351130], [26.361170, -37.042010, 11.944180], [28.053280, -35.073820, 13.531310], [28.587420, -36.083300, 12.383590], [28.242670, -37.832720, 13.941100], [26.534620, -34.774500, 11.314920]],
  "forces_ev_per_a": [[-2.10, 0.33, 1.53], [0.33, 0.08, -2.22], [0.41, -1.09, 0.68], [1.84, 0.80, -0.67], [-1.36, -0.57, 1.86], [1.05, 1.03, 0.42], [0.55, -0.07, 0.17], [0.26, 0.31, -0.07], [-0.35, -0.21, 0.14], [-0.70, 0.13, -0.09], [0.51, -0.23, 0.54], [-0.57, -0.18, -0.04], [0.00, -0.18, -0.97], [0.18, 0.12, -1.33], [-0.78, 0.33, 0.43], [0.45, -0.33, -0.42], [0.20, -0.12, 0.19], [0.44, -0.62, -0.20], [1.12, -3.40, -0.07], [0.52, 0.90, 1.68], [-0.32, -0.43, -0.69], [-1.26, 0.88, -1.42], [-0.20, 1.20, 0.63], [0.21, -0.05, -0.02], [-0.32, 0.21, 0.13], [0.05, 0.16, -0.05], [-0.63, 1.34, 0.13], [-0.21, 0.42, 0.31], [-0.04, -0.72, -0.49], [0.56, 0.43, 0.16], [0.47, 0.02, 0.56], [0.00, -0.58, -0.46], [-0.05, 0.30, -0.48], [-0.14, 0.05, 0.20], [-0.28, 0.39, -0.27], [0.52, 0.10, 0.27], [-0.20, -0.52, 0.27], [-0.13, -0.10, -0.14], [-0.01, -0.11, 0.23], [0.16, 0.18, -0.17], [-1.60, -0.60, -1.05], [2.31, -0.01, 1.99], [-0.27, -1.03, -0.36], [0.28, 1.66, -0.31], [0.38, -0.41, 0.06], [-1.17, -0.07, 0.00], [-0.46, -0.58, 0.28], [0.01, 0.32, -0.24], [0.40, 0.72, -0.66], [-0.08, -0.04, 0.27], [0.65, -1.25, 1.75], [-1.83, 0.70, 0.53], [0.77, 0.35, -1.03], [-0.66, 0.40, 0.64], [0.47, 0.34, -0.19], [-0.45, -0.34, -0.84], [0.02, -0.30, -0.42], [-0.40, -0.16, 0.21], [0.29, 0.17, 0.45], [1.08, -0.02, -1.15], [-0.05, 0.28, 0.47], [-0.95, 0.99, 0.84], [-0.03, 0.69, -1.88], [0.87, -1.10, -0.13], [0.48, 0.09, 0.60], [0.04, 0.16, -0.60], [-0.58, 0.06, 0.65], [0.31, -1.21, -0.12], [0.08, -0.34, 0.29], [-0.08, 0.31, -0.29]]
}

***

{
  "formula": "C13H13HgN4OS",
  "method": "wB97M-V/def2-TZVPD",
  "charge": 0,
  "spin_multiplicity": 2,
  "homo_lumo_gap_ev": [6.9, 6.3],
  "molar_mass_g_mol": 473.93,
  "energy_ev": -36708.79287,
  "elements": ["Hg", "N", "C", "S", "N", "N", "C", "C", "C", "C", "C", "C", "C", "C", "C", "C", "C", "C", "N", "H", "H", "H", "H", "H", "H", "H", "H", "H", "H", "H", "O", "H", "H"],
  "positions_angstrom": [[3.097753, -1.194791, 0.206789], [-0.104702, -4.252182, 1.746357], [0.599830, -3.318129, 1.060343], [2.047164, -3.833176, 0.299039], [0.016393, -2.134819, 1.031550], [0.610121, -1.098403, 0.457621], [-0.082013, -0.046059, 0.178599], [-1.547317, 0.067447, 0.439871], [-2.067105, -0.242591, 1.696252], [-3.416712, -0.070320, 1.960663], [-4.266631, 0.409183, 0.973047], [-3.765672, 0.681019, -0.290650], [-2.415639, 0.507530, -0.556452], [0.618354, 1.119753, -0.417359], [0.037219, 2.390390, -0.382251], [0.693024, 3.455149, -0.971764], [1.927145, 3.243257, -1.565587], [2.456433, 1.966144, -1.510170], [1.822937, 0.930497, -0.970216], [0.344096, -5.123643, 1.960028], [-0.872642, -3.939043, 2.316415], [-1.401015, -0.598589, 2.467561], [-3.803993, -0.303928, 2.944279], [-5.317256, 0.558384, 1.186969], [-4.428553, 1.030055, -1.072175], [-2.030288, 0.706219, -1.549506], [-0.907166, 2.535857, 0.120172], [0.243429, 4.439699, -0.968965], [2.468490, 4.045163, -2.047411], [3.436086, 1.757839, -1.925017], [5.350566, -1.036645, -1.938687], [5.586825, -1.957719, -2.086728], [5.070842, -0.693547, -2.792618]],
  "forces_ev_per_a": [[-0.29, -0.57, 0.00], [0.07, -0.13, 0.05], [-0.01, 0.52, -0.21], [0.54, 0.54, -0.12], [-0.84, -0.31, 0.53], [0.54, 0.27, -0.40], [-0.17, -0.32, 0.12], [0.03, -0.06, 0.08], [0.00, 0.19, 0.02], [0.05, 0.05, -0.01], [-0.02, -0.08, 0.01], [-0.04, 0.01, -0.05], [0.06, -0.09, 0.00], [0.12, 0.12, -0.02], [0.03, -0.03, 0.06], [0.01, -0.02, -0.04], [-0.05, 0.04, 0.03], [0.02, -0.07, -0.05], [-0.01, -0.10, 0.08], [0.00, -0.01, -0.01], [-0.01, 0.04, -0.06], [-0.01, -0.03, 0.01], [0.00, 0.02, 0.00], [0.00, -0.02, -0.02], [0.01, 0.00, -0.01], [0.00, 0.07, 0.01], [-0.03, 0.00, -0.05], [0.01, 0.00, 0.03], [0.03, -0.01, 0.01], [0.02, -0.01, 0.00], [-0.02, 0.11, 0.09], [-0.03, -0.01, -0.05], [0.00, -0.10, -0.06]]
}